{
  "formula": "C37H63BBrN5O12",
  "method": "ωB97M-V with the def2-TZVPD basis set",
  "species": ["C", "C", "C", "C", "C", "O", "C", "C", "C", "C", "O", "C", "C", "C", "C", "C", "O", "N", "C", "O", "O", "C", "C", "C", "C", "N", "C", "C", "C", "C", "C", "C", "C", "O", "C", "C", "C", "Br", "O", "N", "O", "B", "O", "O", "H", "H", "H", "H", "H", "H", "H", "H", "H", "H", "H", "H", "H", "H", "H", "H", "H", "H", "H", "H", "H", "H", "H", "H", "H", "H", "H", "H", "H", "H", "H", "H", "H", "H", "H", "H", "H", "H", "H", "H", "H", "C", "O", "C", "C", "C", "N", "H", "H", "H", "H", "H", "H", "H", "H", "H", "H", "H", "C", "O", "C", "C", "C", "N", "H", "H", "H", "H", "H", "H", "H", "H", "H", "H", "H"],
  "coordinates": [[2.4787, -0.5649, 2.9072], [2.2611, -1.7159, 2.6249], [2.0359, -3.2063, 2.3851], [3.3771, -3.8734, 2.6409], [4.3301, -3.8286, 1.6037], [0.8426, -3.7354, 2.8965], [0.7528, -4.3288, 4.1783], [1.6047, -3.7818, 5.3378], [1.7593, -2.4556, 5.7489], [1.0701, -5.8445, 4.0241], [1.0134, -6.5720, 5.2603], [0.5638, -7.9022, 5.0302], [1.5425, -8.7184, 4.1163], [-0.7908, -4.0681, 4.6518], [-1.7810, -5.0442, 3.9495], [-1.9576, -4.8361, 2.4147], [-2.7950, -3.7237, 2.0665], [-0.7622, -4.2041, 6.1194], [-1.3450, -5.1687, 6.5936], [-1.8164, -6.1476, 7.0230], [-1.0288, -2.7712, 4.1517], [-1.8921, -1.8861, 4.8281], [-2.1332, -0.7796, 3.7044], [-1.3179, 0.5386, 3.9504], [-1.6511, 1.4771, 2.7183], [-0.4506, 1.8290, 1.9280], [-0.5090, 1.2904, 0.5606], [0.7910, 1.6845, -0.1898], [1.8949, 2.1502, 0.5448], [3.1033, 2.5072, -0.1037], [3.1956, 2.3853, -1.4961], [2.0933, 1.9426, -2.2493], [0.8986, 1.5908, -1.5951], [-0.1830, 1.1666, -2.3706], [-3.2772, -2.4045, 5.2692], [-4.3808, -1.4436, 5.7864], [-4.0626, 0.0017, 6.1879], [-5.8301, -1.3476, 4.4039], [-1.1185, -1.1940, 5.8380], [-1.5127, -1.4781, 7.1218], [-0.9796, -0.7237, 7.8551], [1.8739, -3.2818, 0.7374], [1.4535, -4.4589, 0.1055], [2.1686, -2.1719, -0.0761], [2.8599, 0.4372, 3.0400], [3.6459, -4.3705, 3.5969], [4.2897, -4.5581, 0.7678], [5.1137, -3.0515, 1.5334], [2.2036, -4.5318, 5.8957], [1.1970, -2.1168, 6.6472], [2.4260, -1.7082, 5.2973], [0.3853, -6.3589, 3.3112], [2.0858, -6.0211, 3.6015], [0.4842, -8.4641, 5.9808], [-0.4660, -7.9070, 4.5999], [1.3700, -8.3811, 3.0722], [1.3354, -9.8011, 4.1525], [2.5861, -8.4947, 4.3980], [-1.5195, -6.1142, 4.0813], [-2.8073, -4.9636, 4.3738], [-1.0229, -4.8523, 1.8352], [-2.5345, -5.7298, 2.0676], [-3.6840, -3.9180, 2.3874], [-3.2036, -0.5536, 3.5613], [-1.7671, -1.1478, 2.7243], [-0.2272, 0.3542, 3.9212], [-1.6232, 1.0738, 4.8640], [-2.2008, 2.3759, 3.0552], [-2.3367, 0.9295, 2.0284], [-0.4424, 2.8407, 1.8216], [-1.3685, 1.7377, 0.0149], [-0.6339, 0.1892, 0.5734], [1.9024, 2.2399, 1.6383], [3.9421, 2.8627, 0.5121], [4.1527, 2.6562, -1.9645], [2.2165, 1.8766, -3.3363], [-0.4259, 1.9614, -2.8750], [-3.1368, -3.1889, 6.0447], [-3.6936, -2.9563, 4.4065], [-4.8809, -1.9256, 6.6462], [-3.4401, 0.1098, 7.1008], [-3.6070, 0.6421, 5.4164], [-5.0240, 0.4921, 6.4534], [0.5779, -4.2548, -0.2601], [1.4189, -1.5609, 0.0366], [-1.7199, 4.0460, -8.4946], [-2.5082, 3.8851, -7.3261], [-2.3040, 2.6633, -6.6402], [-1.0783, 2.6563, -5.7118], [0.2479, 2.5183, -6.4534], [-1.0293, 3.8563, -4.8672], [-1.5606, 3.0989, -9.0176], [-0.7636, 4.5108, -8.2459], [-2.2492, 4.7258, -9.1633], [-3.1957, 2.5243, -6.0214], [-2.2805, 1.8222, -7.3444], [-1.1726, 1.7834, -5.0568], [0.5533, 3.4464, -6.9379], [1.0431, 2.2469, -5.7565], [0.1928, 1.7367, -7.2143], [-1.8744, 3.8920, -4.3015], [-1.1172, 4.6631, -5.4813], [2.1970, 6.3236, -9.8092], [1.2596, 6.3951, -8.7488], [1.6058, 7.2994, -7.7116], [1.2554, 8.7683, -8.0025], [2.2165, 9.4442, -8.9758], [-0.1131, 8.9101, -8.5117], [3.2246, 6.4496, -9.4581], [1.9644, 7.0656, -10.5760], [2.1054, 5.3386, -10.2689], [1.0220, 6.9810, -6.8426], [2.6616, 7.1839, -7.4359], [1.3232, 9.3105, -7.0542], [2.0430, 9.1436, -10.0092], [2.0933, 10.5275, -8.9354], [3.2552, 9.2185, -8.7232], [-0.7607, 8.5478, -7.8162], [-0.2134, 8.2662, -9.2934]],
  "atomic_forces_ev_per_a": [[0.49, -0.01, -0.47], [-0.16, -1.07, 1.01], [0.43, -0.76, -1.69], [0.55, -0.28, 0.23], [-0.46, 0.00, -0.41], [-0.37, -0.03, 0.05], [1.58, -0.28, 0.39], [0.76, 0.59, -0.74], [-0.13, -0.05, 0.14], [0.16, -0.86, -0.38], [-0.65, -0.07, -0.23], [0.34, -1.38, -0.09], [-0.75, 0.89, -0.33], [1.15, -0.64, -1.25], [-0.25, -0.09, -0.51], [-1.31, -1.15, 0.06], [0.70, 0.07, 0.11], [-1.41, -0.24, -0.13], [0.47, -0.62, -0.27], [0.12, 0.82, 0.17], [-0.64, -0.40, 1.78], [-0.51, 1.98, -2.22], [1.09, 0.45, 0.43], [-0.92, 0.38, -1.45], [-0.03, -0.72, -0.01], [-0.66, 0.12, 0.01], [0.62, 0.72, -0.53], [-0.24, -0.31, 0.36], [1.16, 0.17, -0.61], [-0.92, -0.36, 0.00], [0.02, 0.16, 0.43], [0.48, 0.11, 0.65], [0.75, 0.30, 0.02], [0.13, 0.68, 0.40], [0.27, -1.51, 0.62], [0.15, 0.28, 0.17], [-0.43, 0.86, 0.53], [0.26, -0.04, 0.31], [-0.65, -0.73, -0.06], [0.35, 0.72, 0.37], [-0.15, -0.57, 0.18], [0.99, -0.04, -1.22], [-0.42, 0.74, 1.16], [-1.43, -0.71, 0.70], [-0.53, -0.49, 0.01], [0.11, 2.14, 0.38], [-1.28, 1.70, -0.60], [0.90, -1.65, 1.12], [-2.25, -0.12, 0.99], [2.03, -0.74, 0.81], [-1.90, 0.24, -1.12], [0.25, 0.75, 0.20], [-0.50, 0.61, 0.08], [0.13, 0.84, -0.13], [0.58, 0.09, 0.08], [0.40, -0.35, 0.46], [0.12, 0.48, 0.14], [-0.44, -0.26, -0.07], [0.13, 0.69, 0.21], [0.67, 0.15, 0.01], [-0.33, 0.60, 0.41], [0.62, 0.23, 0.26], [0.13, 0.00, -0.14], [0.41, -0.11, 0.27], [-0.29, -0.26, 0.71], [-0.64, 0.01, 0.29], [0.40, -0.46, -0.19], [0.38, -0.29, -0.16], [0.16, 0.37, 0.55], [0.23, -0.14, 0.09], [0.28, -0.51, 0.05], [0.04, 0.53, 0.10], [-0.52, -0.16, -0.61], [-0.37, -0.19, -0.48], [-0.62, -0.19, -0.03], [-0.40, -0.09, 0.45], [-0.08, -0.39, -0.12], [-0.10, 0.55, -0.33], [0.43, 0.49, 0.32], [0.22, 0.21, -0.60], [-0.25, -0.48, -0.55], [-0.19, -0.60, 0.11], [0.52, -0.32, -0.18], [0.37, -0.32, -0.44], [0.67, 0.48, -0.11], [0.00, 0.38, 0.08], [0.02, -0.28, -0.11], [-0.22, -0.04, 0.26], [0.16, 0.18, -0.30], [0.16, -0.14, 0.03], [-0.25, -0.17, 0.15], [0.03, -0.04, 0.07], [0.11, -0.11, -0.19], [-0.07, -0.04, 0.05], [0.00, 0.08, -0.01], [0.14, 0.03, -0.05], [-0.13, 0.00, -0.04], [-0.09, 0.02, 0.01], [-0.05, 0.04, 0.01], [-0.01, 0.03, 0.01], [0.05, 0.00, 0.03], [0.15, 0.00, 0.04], [-0.29, -0.14, -0.15], [0.26, 0.03, 0.11], [-0.19, 0.02, 0.29], [0.05, -0.10, -0.39], [0.15, 0.17, 0.05], [-0.01, -0.20, 0.19], [-0.02, 0.08, 0.02], [0.20, 0.05, -0.02], [-0.02, -0.01, 0.09], [-0.04, -0.04, -0.06], [0.05, 0.05, -0.12], [-0.04, -0.11, 0.04], [-0.04, -0.06, 0.04], [-0.06, -0.05, 0.00], [-0.02, -0.01, -0.02], [-0.03, 0.14, 0.01], [0.02, 0.12, -0.05]],
  "mulliken_charge": [0.0249, -1.5081, 2.1089, -0.4819, -1.0596, -0.2583, 1.2420, -0.4272, -1.1899, -1.3211, -0.3548, 0.0087, -1.1294, 0.6318, -0.5579, -1.1735, -0.5168, -0.4020, 0.6604, -0.5335, 0.2434, 1.4913, -2.2422, 0.3598, -1.3217, -0.0364, -0.4533, 0.0968, -0.3700, -0.7806, -0.4957, -0.4294, 0.4183, -0.5524, -0.5486, -0.1557, -1.1440, -0.1647, -0.2563, 0.3210, -0.4886, 0.7727, -0.6809, -0.6048, 0.5061, 0.3181, 0.2932, 0.2328, 0.4271, 0.1984, 0.2714, 0.5511, 0.4078, 0.4324, 0.1122, 0.2431, 0.4143, 0.2645, -0.0340, 0.6341, -0.0729, 0.4958, 0.4167, 0.4885, 0.2089, 0.0228, 0.4522, 0.2646, 0.4460, 0.3468, 0.3743, 0.1697, 0.5255, 0.3678, 0.3509, 0.3813, 0.2371, 0.3410, 0.1125, 0.6027, 0.2787, 0.1830, 0.4796, 0.2833, 0.1802, -0.4421, -0.3953, -0.9862, 0.7162, -1.0541, -0.6731, 0.3028, 0.0369, 0.2774, 0.3505, 0.4338, 0.3776, 0.0857, 0.1001, 0.3679, 0.2920, 0.2652, -0.8009, -0.2464, -0.7343, 0.3338, -1.4025, -0.7432, 0.3518, 0.2623, 0.2414, 0.3161, 0.4260, 0.4057, 0.2896, 0.3584, 0.3397, 0.2694, 0.3273],
  "homo_ev": -7.1,
  "energy_ev": -142115.623,
  "spin_multiplicity": 1
}